Model 1:
{
  "formula": "C6H11N4",
  "method": "the ωB97M-V functional and the def2-TZVPD basis",
  "total_charge": 1,
  "smiles": "NC1=NN[N+]2=CCCC[C@H]12",
  "gap_ev": 8.78,
  "species": ["C", "C", "C", "C", "C", "C", "N", "N", "N", "N", "H", "H", "H", "H", "H", "H", "H", "H", "H", "H", "H"],
  "positions_angstrom": [[0.86845, -1.57855, 0.14022], [-1.96465, 0.42860, 0.05577], [2.06575, -0.79999, -0.15415], [1.99373, 0.78183, -0.12651], [0.65054, 1.07689, 0.50495], [-0.48488, 0.39428, -0.19155], [-0.27289, -1.08898, 0.04115], [-1.46466, -1.68040, -0.03123], [-2.49443, -0.71366, 0.19987], [-2.71240, 1.47583, -0.19628], [0.87504, -2.56272, 0.50685], [2.85086, -1.26033, 0.41412], [2.22970, -1.07348, -1.09867], [2.69243, 1.12477, 0.61128], [2.11246, 1.17118, -1.04323], [0.66694, 0.73790, 1.55163], [0.37311, 2.24173, 0.60664], [-0.38428, 0.45387, -1.33905], [-1.50326, -2.71107, 0.04150], [-2.40550, 2.38876, -0.18993], [-3.69204, 1.19355, -0.30337]],
  "mulliken_charge": [0.146, 0.213, -0.981, -0.691, -0.598, 0.228, 0.410, -0.477, -0.654, -0.359, 0.538, 0.489, 0.369, 0.286, 0.503, 0.348, 0.305, 0.217, 0.247, 0.192, 0.270]
}



Model 2:
{
  "formula": "C6H11N4",
  "method": "the ωB97M-V functional and the def2-TZVPD basis",
  "total_charge": 1,
  "gap_ev": [8.78, 7.69],
  "species": ["C", "C", "C", "C", "C", "C", "N", "N", "N", "N", "H", "H", "H", "H", "H", "H", "H", "H", "H", "H", "H"],
  "positions_angstrom": [[2.38152, -0.51511, -0.93193], [1.43816, -0.52732, -1.86200], [2.02460, -0.31615, 0.37868], [0.65849, 0.12868, 0.66686], [-0.15356, 0.14874, -0.35922], [-3.72661, -0.20579, -0.02528], [0.12877, -0.30810, -1.55944], [3.04193, -0.40101, 1.32500], [0.31927, 0.61682, 1.88088], [-2.74661, 0.62306, -0.55434], [3.44777, -0.59384, -1.28822], [1.70674, -0.74338, -2.93729], [-3.96433, 0.01600, 1.01030], [-4.64416, -0.04887, -0.57860], [-3.48069, -1.16780, -0.31775], [-0.65323, -0.09609, -2.15146], [3.92580, -0.30618, 1.00396], [2.76057, -0.05143, 2.27143], [1.01371, 1.00271, 2.36749], [-0.45582, 1.17168, 1.77122], [-3.02232, 1.57338, -0.11029]],
  "mulliken_charge": [-0.407, -0.588, 0.586, 0.848, -0.206, -0.789, -0.069, -0.453, -0.526, -0.393, 0.268, 0.347, 0.301, 0.333, 0.367, 0.303, 0.200, 0.234, 0.171, 0.247, 0.227]
}



Which one sits at the top of the stability order? model 1 does.



Model 1:
{
  "formula": "C20H25N5",
  "method": "the ωB97M-V functional and the def2-TZVPD basis",
  "smiles": "c1cc[nH]c1.c1cc[nH]c1.c1cc[nH]c1.c1cc[nH]c1.c1cc[nH]c1",
  "gap_ev": 8.61,
  "species": ["N", "C", "C", "C", "C", "H", "H", "H", "H", "H", "N", "C", "C", "C", "C", "H", "H", "H", "H", "H", "N", "C", "C", "C", "C", "H", "H", "H", "H", "H", "N", "C", "C", "C", "C", "H", "H", "H", "H", "H", "N", "C", "C", "C", "C", "H", "H", "H", "H", "H"],
  "positions_angstrom": [[6.79564, -1.17425, 2.72751], [7.56660, -1.16148, 1.55122], [8.14064, 0.10449, 1.28660], [7.72916, 0.90654, 2.31580], [6.78088, 0.15688, 3.05563], [6.31199, -1.92473, 3.19969], [7.60144, -2.03342, 0.91490], [8.78256, 0.36251, 0.45728], [8.01373, 1.94497, 2.39995], [6.13290, 0.52452, 3.83753], [-4.09513, -2.64162, 5.04977], [-3.97865, -1.72313, 6.04124], [-3.35294, -0.56017, 5.55046], [-3.13129, -0.83683, 4.17778], [-3.50973, -2.17837, 3.92872], [-4.55389, -3.53312, 5.17177], [-4.46981, -1.84285, 6.99561], [-3.24792, 0.41125, 6.01059], [-2.68432, -0.14697, 3.47727], [-3.48169, -2.78963, 3.03879], [2.24316, -0.22628, -0.66634], [1.40088, -1.19321, -1.06811], [0.27898, -0.58115, -1.61987], [0.49916, 0.76402, -1.47116], [1.66070, 1.00254, -0.81947], [3.17798, -0.28905, -0.28916], [1.76536, -2.20985, -1.06792], [-0.54015, -1.13052, -2.05990], [-0.14151, 1.58799, -1.74868], [2.24216, 1.82368, -0.42699], [-4.89992, -9.39351, -5.54099], [-4.70291, -8.89719, -4.29446], [-4.25516, -7.60767, -4.34662], [-4.19228, -7.25485, -5.71774], [-4.45477, -8.42638, -6.40713], [-5.34833, -10.27061, -5.76400], [-5.09382, -9.44042, -3.44682], [-4.11176, -6.91495, -3.53054], [-3.74477, -6.33583, -6.06635], [-4.42091, -8.60530, -7.47166], [-0.65433, 11.21130, -0.29111], [-0.13926, 10.96968, -1.56627], [-0.03270, 9.60928, -1.66808], [-0.52899, 8.97100, -0.52929], [-0.95573, 10.00999, 0.28494], [-0.81499, 12.10577, 0.14959], [0.13147, 11.82893, -2.16191], [0.26593, 9.03915, -2.53536], [-0.58929, 7.91386, -0.31666], [-1.39439, 10.07475, 1.26971]],
  "mulliken_charge": [-0.033, -0.567, -0.203, -0.374, -0.532, 0.209, 0.361, 0.389, 0.370, 0.381, 0.011, -0.427, -0.448, -0.315, -0.484, 0.206, 0.347, 0.364, 0.383, 0.362, 0.004, -0.383, -0.499, -0.471, -0.344, 0.185, 0.370, 0.382, 0.384, 0.370, -0.010, -0.500, -0.284, -0.426, -0.429, 0.213, 0.347, 0.366, 0.362, 0.362, -0.010, -0.556, -0.316, -0.448, -0.336, 0.200, 0.363, 0.365, 0.377, 0.360]
}



Model 2:
{
  "formula": "C20H25N5",
  "method": "the ωB97M-V functional and the def2-TZVPD basis",
  "smiles": "c1cc[nH]c1.c1cc[nH]c1.c1cc[nH]c1.c1cc[nH]c1.c1cc[nH]c1",
  "gap_ev": 8.27,
  "species": ["N", "C", "C", "C", "C", "H", "H", "H", "H", "H", "N", "C", "C", "C", "C", "H", "H", "H", "H", "H", "N", "C", "C", "C", "C", "H", "H", "H", "H", "H", "N", "C", "C", "C", "C", "H", "H", "H", "H", "H", "N", "C", "C", "C", "C", "H", "H", "H", "H", "H"],
  "positions_angstrom": [[2.53462, 5.70192, 1.07678], [2.02262, 6.53292, 0.10778], [2.10862, 5.96892, -1.08722], [2.80362, 4.60592, -0.92322], [2.96062, 4.44992, 0.36378], [2.73562, 5.97192, 1.93578], [1.48262, 7.31692, 0.51478], [1.76562, 6.39292, -2.01622], [3.09162, 3.94992, -1.55422], [3.12162, 3.38292, 0.81278], [-3.49038, 0.51892, 1.44078], [-3.72738, 1.64092, 0.55378], [-4.10538, 1.03192, -0.64622], [-4.10538, -0.50308, -0.43422], [-3.73338, -0.70708, 0.91678], [-2.96738, 0.72892, 2.38378], [-3.58538, 2.62592, 0.94778], [-4.35638, 1.59492, -1.65422], [-4.28738, -1.26908, -1.14222], [-3.64438, -1.47708, 1.42478], [-0.44838, 0.12592, 0.36178], [0.23162, 1.30092, 0.14978], [1.56362, 0.91192, 0.11778], [1.74762, -0.57008, 0.24178], [0.41862, -0.93408, 0.61878], [-1.40338, 0.13092, 0.56378], [-0.34038, 2.25992, -0.00622], [2.48962, 1.33692, -0.18822], [2.51362, -1.27308, 0.11778], [-0.00338, -1.91808, 1.10078], [-0.38238, -0.80608, -2.32222], [-1.12838, -0.30208, -3.37622], [-1.12638, -1.39808, -4.28122], [-0.54638, -2.63308, -3.69622], [0.00662, -2.19408, -2.51822], [-0.12538, -0.46508, -1.49322], [-1.54138, 0.62192, -3.24522], [-1.57238, -1.38808, -5.22322], [-0.40438, -3.72408, -4.31322], [0.70862, -2.84408, -1.87022], [0.48762, -5.20508, 2.87378], [1.03262, -5.15408, 1.69378], [2.01362, -4.14308, 1.76978], [1.87662, -3.50308, 3.12478], [0.88062, -4.29008, 3.80478], [-0.16638, -5.83908, 3.03178], [0.97962, -5.71308, 0.95878], [2.56562, -3.67108, 0.93878], [2.58262, -2.69508, 3.42078], [0.46562, -4.48408, 4.62278]],
  "mulliken_charge": [-0.062, -0.394, -0.591, -0.442, -0.286, 0.089, 0.413, 0.381, 0.695, 0.234, -0.215, -0.500, -0.338, -0.344, -0.837, 0.305, 0.421, 0.305, 0.452, 0.693, 0.163, -0.488, -0.471, -0.710, -0.025, 0.053, 0.360, 0.435, 0.464, 0.108, -0.068, -0.404, -0.783, -0.430, -0.265, 0.721, 0.496, 0.434, 0.220, 0.180, -0.005, -0.713, -0.311, -0.241, -0.774, 0.052, 0.667, 0.411, 0.330, 0.616]
}



Which one sits at the top of the stability order? model 1 does.



Model 1:
{
  "formula": "C6H13N",
  "method": "the ωB97M-V functional and the def2-TZVPD basis",
  "smiles": "CCC(=CN)CC",
  "gap_ev": 8.87,
  "species": ["C", "C", "C", "C", "N", "C", "C", "H", "H", "H", "H", "H", "H", "H", "H", "H", "H", "H", "H", "H"],
  "positions_angstrom": [[0.55328, -1.80459, 1.27619], [-0.73002, -1.21655, 0.62263], [-0.47408, 0.04542, -0.16696], [0.08444, -0.04516, -1.37076], [0.26775, -1.23711, -2.09443], [-0.53924, 1.34527, 0.59990], [0.11717, 2.56970, -0.05232], [1.43256, -1.31159, 0.85892], [0.61512, -2.87351, 1.09814], [0.52482, -1.59839, 2.33772], [-1.45640, -1.00892, 1.40126], [-1.20857, -1.91874, -0.05891], [0.43175, 0.82976, -1.89793], [1.06906, -1.19720, -2.70462], [0.32717, -2.06976, -1.52394], [-0.11426, 1.17530, 1.59377], [-1.58528, 1.62403, 0.74565], [1.20299, 2.58025, 0.01692], [-0.22541, 2.64539, -1.08228], [-0.29287, 3.46640, 0.40105]],
  "mulliken_charge": [-1.108, -1.384, 0.477, -0.149, -0.595, -0.105, -1.418, 0.316, 0.308, 0.374, 0.398, 0.483, 0.289, 0.248, 0.221, 0.322, 0.269, 0.316, 0.357, 0.379]
}



Model 2:
{
  "formula": "C6H13N",
  "method": "the ωB97M-V functional and the def2-TZVPD basis",
  "gap_ev": [7.45, 6.61],
  "species": ["C", "C", "C", "C", "C", "H", "H", "H", "H", "H", "H", "H", "H", "C", "N", "H", "H", "H", "H", "H"],
  "positions_angstrom": [[-1.12246, -1.75577, 0.41134], [-0.56887, -0.37770, 0.05001], [0.75029, -0.40696, -0.73124], [-1.48810, 0.51292, -0.56750], [0.72108, -0.61374, -2.08455], [1.59368, -0.86962, -0.20112], [-0.42025, -2.28830, 1.05752], [-2.06827, -1.66654, 0.94631], [-1.29698, -2.35785, -0.48032], [-2.54373, 0.46816, -0.33960], [-1.13235, 1.38551, -1.09503], [1.62917, -0.79597, -2.64422], [-0.20308, -0.58605, -2.64417], [1.00947, 1.33895, 1.80054], [1.32289, 1.85141, 0.60548], [1.18386, 0.89984, -0.30040], [0.62199, 2.53296, 0.31241], [1.75922, 0.68743, 2.24095], [0.37645, 1.88030, 2.49898], [-0.12402, 0.16101, 1.16461]],
  "mulliken_charge": [-1.522, 1.098, -0.495, -1.179, -0.769, 0.429, 0.366, 0.397, 0.342, 0.309, 0.337, 0.300, 0.325, -0.513, -0.591, 0.373, 0.296, 0.305, 0.355, -0.164]
}



Which one sits at the top of the stability order? model 1 does.



Model 1:
{
  "formula": "C6H13N",
  "method": "the ωB97M-V functional and the def2-TZVPD basis",
  "smiles": "C/C=C/C[C@@H](C)N",
  "gap_ev": 10.24,
  "species": ["C", "C", "C", "C", "C", "C", "N", "H", "H", "H", "H", "H", "H", "H", "H", "H", "H", "H", "H", "H"],
  "positions_angstrom": [[-2.14982, -0.39112, -0.19582], [-1.37231, 0.79736, 0.40635], [0.01837, 0.37309, 0.83642], [0.90437, -0.03712, -0.30660], [2.14596, -0.48918, -0.19516], [2.96816, -0.87135, -1.40382], [-2.04846, 1.40379, 1.56877], [-2.80111, -0.81631, 0.56122], [-2.71369, -0.11841, -1.08555], [-1.46858, -1.16764, -0.55386], [-1.30679, 1.58664, -0.34133], [-0.07154, -0.46821, 1.54075], [0.47266, 1.16550, 1.44258], [0.50924, 0.09965, -1.31216], [2.62330, -0.61038, 0.78418], [3.11507, -0.01388, -2.06003], [3.95773, -1.23771, -1.14669], [2.47138, -1.65358, -1.97468], [-2.92705, 1.80071, 1.24594], [-2.32690, 0.64812, 2.18948]],
  "mulliken_charge": [-1.306, 0.251, -0.816, -0.319, -0.046, -1.180, -0.742, 0.370, 0.279, 0.349, 0.384, 0.268, 0.392, 0.315, 0.359, 0.304, 0.326, 0.285, 0.264, 0.263]
}



Model 2:
{
  "formula": "C6H13N",
  "method": "the ωB97M-V functional and the def2-TZVPD basis",
  "gap_ev": 6.85,
  "species": ["C", "C", "C", "C", "C", "C", "N", "H", "H", "H", "H", "H", "H", "H", "H", "H", "H", "H", "H", "H"],
  "positions_angstrom": [[-1.44805, -0.81279, 1.70322], [-0.08746, -0.67555, 1.02729], [0.36403, -2.01373, 0.42917], [-0.00105, 0.35231, -0.23498], [-1.17943, 0.55500, -1.10291], [1.33573, 1.97107, -1.21302], [1.34150, 0.59643, -0.65050], [-2.09596, -1.23292, 1.01194], [-1.39830, -1.43968, 2.65160], [-1.82438, 0.24129, 1.88481], [0.56752, -0.32170, 1.78433], [0.48440, -2.83541, 1.10675], [-0.37559, -2.30917, -0.38210], [1.31155, -1.78674, -0.07332], [-2.16821, 0.73490, -0.84438], [-1.19853, 0.09621, -2.11702], [0.52869, 2.52961, -0.70269], [1.17519, 1.97077, -2.33919], [2.31128, 2.51074, -1.01084], [-0.61074, 1.40928, -0.06906]],
  "mulliken_charge": [-1.504, 0.506, -1.364, 0.195, -0.801, -0.629, -0.461, 0.377, 0.364, 0.331, 0.369, 0.418, 0.264, 0.392, 0.409, 0.242, 0.238, 0.233, 0.302, 0.119]
}



Model 3:
{
  "formula": "C6H13N",
  "method": "the ωB97M-V functional and the def2-TZVPD basis",
  "smiles": "CC/C(C)=C(/C)N",
  "gap_ev": 8.27,
  "species": ["C", "C", "N", "C", "C", "C", "C", "H", "H", "H", "H", "H", "H", "H", "H", "H", "H", "H", "H", "H"],
  "positions_angstrom": [[-2.21400, 0.76334, 0.71845], [-1.55453, -0.08989, -0.47109], [1.10876, 1.84505, -0.37836], [1.08885, 0.41098, -0.46686], [-0.01392, -0.39252, -0.25401], [-0.05240, -1.69114, 0.56210], [2.37336, -0.21320, -0.77901], [-1.95883, 0.35795, 1.70903], [-1.91062, 1.78059, 0.55860], [-3.31783, 0.62599, 0.58541], [-1.81890, 0.43113, -1.45977], [-2.05406, -1.08901, -0.43247], [0.44707, 2.04177, 0.34940], [1.95413, 2.22334, 0.11717], [0.74169, -1.89985, 1.36721], [-0.22738, -2.32203, -0.31795], [-0.96358, -1.82488, 1.22287], [2.35847, -1.30432, -0.85171], [3.11735, -0.00346, 0.03231], [2.89637, 0.35017, -1.81133]],
  "mulliken_charge": [-1.006, -0.786, -0.638, 0.707, 0.320, -1.500, -1.267, 0.263, 0.341, 0.326, 0.288, 0.395, 0.280, 0.291, 0.289, 0.397, 0.367, 0.358, 0.303, 0.273]
}



Which one sits at the top of the stability order? model 1 does.